Entry 1:
Density functional theory data (wB97M-V/def2-TZVPD) for 4 unconnected molecules or ions with the total composition C4H14NOS2 at a distorted geometry.

Summary:
* electronic energy: -29566.9702 eV
* energy relative to the best compared isomer or geometry (same formula, charge and spin): 239.9 kcal per mole
* HOMO level: -12.681 eV
* HOMO-LUMO gap: 4.0 eV
* F_max: 4.28 eV/A
* molecular weight: 156.3 Da

ORCA input file:
```
! wB97M-V def2-TZVPD RIJCOSX def2/J DEFGRID3
* xyz 1 1
N -1.614 0.841 -1.391
C -2.010 0.690 -0.023
C -0.873 0.826 0.996
C -2.631 -0.694 0.297
S -1.769 -2.040 -0.579
S 2.210 0.170 0.609
C 3.849 -0.423 0.807
H -0.984 0.180 -1.740
H -0.170 -1.044 1.240
H -2.377 0.920 -2.069
H -2.789 1.534 0.158
H -0.244 1.605 0.525
H -1.055 1.155 2.078
H -0.367 -0.180 1.031
H -3.537 -0.669 -0.264
H -2.764 -0.903 1.377
H 4.028 -1.405 0.351
H 4.568 0.297 0.379
H 4.054 -0.622 1.879
H 2.104 -0.332 -2.221
H 1.184 0.261 -1.285
O 1.185 -0.167 -2.155
*
```

For reference, the Löwdin charges in units of e are:
1. N 0.059
2. C -0.482
3. C -0.107
4. C -0.532
5. S 0.822
6. S 0.857
7. C -0.473
8. H -0.005
9. H 0.255
10. H 0.119
11. H 0.190
12. H 0.093
13. H 0.146
14. H -0.097
15. H 0.074
16. H 0.096
17. H 0.070
18. H 0.062
19. H 0.047
20. H 0.009
21. H -0.109
22. O -0.096

***

Entry 2:
Density functional theory data (wB97M-V/def2-TZVPD) for a molecular structure, C8H10N5 at a distorted geometry.

Summary:
* electronic energy: -15900.9160 eV
* energy relative to the best compared isomer or geometry (same formula, charge and spin): 15.1 kcal per mole
* HOMO level: -12.657 eV
* HOMO-LUMO gap: 9.2 eV
* F_max: 5.14 eV/A
* molecular weight: 176.2 Da

ORCA input file:
```
! wB97M-V def2-TZVPD RIJCOSX def2/J DEFGRID3
* xyz 1 1
C 3.550 0.362 -0.504
C 3.058 -0.905 -0.460
C 1.624 0.536 0.289
C 0.766 -1.715 0.204
C -1.694 1.385 -0.528
C -0.079 1.048 0.998
C -0.961 -0.209 0.932
C -2.989 -0.712 -0.506
N 2.623 1.265 -0.030
N -0.415 -1.483 0.571
N 1.776 -0.794 0.060
N -1.945 0.181 -0.099
N -0.678 1.957 0.084
H 4.503 0.715 -0.840
H 3.482 -1.848 -0.738
H 1.021 -2.742 -0.036
H -2.275 1.874 -1.293
H 0.162 1.458 1.970
H -1.498 -0.382 1.878
H -3.655 -0.905 0.336
H -3.557 -0.278 -1.327
H -2.552 -1.661 -0.819
H -0.265 2.850 -0.140
*
```

For reference, the natural (NBO) charges in units of e are:
1. C -0.063
2. C -0.081
3. C 0.400
4. C 0.350
5. C 0.389
6. C -0.060
7. C 0.062
8. C -0.417
9. N -0.447
10. N -0.463
11. N -0.436
12. N -0.309
13. N -0.530
14. H 0.235
15. H 0.241
16. H 0.215
17. H 0.250
18. H 0.257
19. H 0.234
20. H 0.231
21. H 0.231
22. H 0.249
23. H 0.457

***

Entry 3:
Density functional theory data (wB97M-V/def2-TZVPD) for 4 unconnected molecules or ions with the total composition C27H35ClF4I2NO3P2 at a distorted geometry.

Summary:
* electronic energy: -94371.8722 eV
* energy relative to the best compared isomer or geometry (same formula, charge and spin): 14.3 kcal per mole
* HOMO level: -4.652 eV
* HOMO-LUMO gap: 7.0 eV
* F_max: 1.56 eV/A
* molecular weight: 848.8 Da

ORCA input file:
```
! wB97M-V def2-TZVPD RIJCOSX def2/J DEFGRID3
* xyz -1 1
C -3.088 3.245 0.341
C -1.785 2.663 0.898
F -2.096 2.122 2.153
C -1.078 1.693 -0.058
P -0.849 -0.120 0.505
C -1.593 -0.800 -1.130
N -3.073 -0.765 -1.112
C -0.794 -1.975 1.196
I -1.471 -1.987 3.297
C 0.516 -2.756 1.000
C 1.173 -3.453 2.181
I 0.117 -4.406 -0.412
O 0.689 -0.221 -0.349
C 1.749 0.323 0.328
C 1.391 0.399 1.829
P 2.007 1.822 2.839
O 3.645 1.506 2.691
Cl 1.708 3.425 1.537
O 0.021 0.367 1.945
H -3.205 4.255 0.708
H -3.095 3.271 -0.741
H -3.901 2.642 0.731
H -1.131 3.517 1.063
H -0.150 2.168 -0.355
H -1.673 1.660 -0.963
H -2.148 -0.072 1.087
H -1.219 -0.240 -1.978
H -1.251 -1.818 -1.306
H -3.420 -0.486 -2.022
H -3.440 -1.696 -0.956
H -1.604 -2.508 0.738
H 1.298 -2.196 0.509
H 0.552 -4.232 2.598
H 1.499 -2.732 2.922
H 2.070 -3.935 1.797
H 1.948 1.356 0.013
H 2.688 -0.208 0.162
H 1.822 -0.469 2.370
H 3.725 0.537 2.759
F -0.442 -8.438 -2.153
C 0.866 -8.526 -2.460
C 1.741 -7.588 -1.948
C 3.086 -7.689 -2.269
C 3.536 -8.712 -3.093
C 2.638 -9.642 -3.598
C 1.291 -9.554 -3.278
H 1.374 -6.791 -1.311
H 3.784 -6.964 -1.872
H 4.587 -8.783 -3.342
H 2.985 -10.437 -4.243
H 0.574 -10.271 -3.656
F 0.022 4.259 -1.904
C 0.625 3.764 -2.996
C 1.732 4.418 -3.501
C 2.356 3.907 -4.629
C 1.866 2.760 -5.239
C 0.751 2.120 -4.716
C 0.124 2.619 -3.584
H 2.094 5.313 -3.012
H 3.228 4.405 -5.031
H 2.356 2.365 -6.120
H 0.367 1.227 -5.189
H -0.738 2.126 -3.155
F -3.587 5.900 2.174
C -2.935 5.635 3.323
C -1.565 5.791 3.361
C -0.892 5.503 4.539
C -1.593 5.063 5.653
C -2.971 4.912 5.590
C -3.653 5.201 4.418
H -1.036 6.119 2.476
H 0.182 5.615 4.583
H -1.064 4.832 6.568
H -3.518 4.559 6.454
H -4.726 5.087 4.345
*
```

For reference, the Löwdin charges in units of e are:
1. C -0.033
2. C -0.416
3. F -0.062
4. C -0.205
5. P 0.589
6. C -0.360
7. N -0.039
8. C -0.760
9. I 0.768
10. C -0.773
11. C -0.292
12. I 0.861
13. O -0.299
14. C -0.299
15. C -0.603
16. P 0.652
17. O -0.389
18. Cl 0.235
19. O -0.414
20. H 0.042
21. H 0.068
22. H 0.083
23. H 0.081
24. H 0.041
25. H 0.049
26. H 0.020
27. H 0.060
28. H 0.019
29. H 0.044
30. H 0.049
31. H -0.035
32. H 0.044
33. H 0.033
34. H 0.042
35. H 0.051
36. H 0.061
37. H 0.115
38. H 0.093
39. H 0.037
40. F 0.057
41. C -0.283
42. C -0.029
43. C -0.078
44. C -0.105
45. C -0.096
46. C -0.025
47. H 0.001
48. H 0.106
49. H 0.096
50. H 0.099
51. H 0.113
52. F 0.060
53. C -0.282
54. C -0.020
55. C -0.095
56. C -0.106
57. C -0.079
58. C -0.004
59. H 0.115
60. H 0.099
61. H 0.095
62. H 0.104
63. H 0.108
64. F 0.043
65. C -0.289
66. C -0.018
67. C -0.078
68. C -0.097
69. C -0.087
70. C -0.017
71. H 0.118
72. H 0.104
73. H 0.098
74. H 0.101
75. H 0.115